A single C5H9NO molecule. Source: the Open Molecules 2025 dataset; level of theory: wB97M-V/def2-TZVPD.

Element x y z (Å)
H: -0.904 -0.543 -0.874
C: -0.667 2.605 0.838
H: -0.785 0.549 1.188
H: 1.510 -2.114 -0.358
H: -1.360 2.871 1.622
C: -0.235 -2.550 0.409
O: 0.016 -3.713 0.582
C: -0.371 1.344 0.570
H: 1.625 0.860 -0.166
H: 0.598 1.489 -1.358
C: 0.184 -0.567 -0.960
N: 0.675 -1.619 -0.067
C: 0.574 0.845 -0.471
H: 0.479 -0.787 -1.982
H: -0.184 3.385 0.261
H: -1.156 -2.055 0.768

Calculated values
Structure (SMILES) = C=CCCNC=O
M = 99.13 u



A molecular structure, C50H47F2GeNO2PtSb2. Source: the Open Molecules 2025 dataset; level of theory: wB97M-V/def2-TZVPD.

Element x y z (Å)
H: 12.542 -14.074 5.032
C: 14.612 -14.184 -0.100
C: 14.502 -18.656 1.824
Sb: 18.272 -18.303 2.755
C: 16.586 -17.963 5.870
C: 15.812 -14.878 5.125
H: 13.882 -22.796 -1.329
H: 14.088 -25.056 -0.358
H: 20.006 -13.978 6.593
N: 17.293 -18.476 6.677
C: 9.588 -18.397 2.612
H: 15.385 -12.667 1.251
H: 11.878 -16.123 0.590
C: 8.633 -15.830 1.996
C: 12.310 -21.791 4.019
O: 13.391 -16.543 4.600
C: 15.189 -23.157 2.263
H: 20.140 -17.371 -2.047
H: 17.157 -16.696 0.851
H: 19.712 -18.116 5.417
H: 13.670 -12.934 2.903
Ge: 11.034 -14.436 3.068
C: 20.440 -17.420 -0.988
H: 13.554 -15.749 -1.154
H: 18.520 -18.186 -0.387
H: 10.071 -12.001 4.520
C: 11.494 -15.891 5.782
H: 20.395 -16.400 7.072
F: 14.892 -13.974 4.722
C: 19.856 -17.896 1.311
C: 7.826 -16.970 1.850
H: 10.039 -19.375 2.834
C: 12.846 -16.589 5.754
C: 9.913 -16.013 2.554
C: 12.609 -15.317 0.709
H: 13.600 -18.952 1.209
C: 11.001 -21.256 5.963
C: 9.181 -11.392 0.781
H: 13.745 -19.211 5.715
C: 13.598 -13.561 2.011
C: 19.710 -14.722 5.849
C: 13.197 -20.782 4.346
Sb: 14.998 -20.312 3.240
H: 23.033 -16.768 1.102
C: 12.987 -19.997 5.484
C: 11.857 -20.197 6.274
H: 11.472 -17.376 3.044
H: 18.243 -18.862 6.708
C: 21.719 -16.978 -0.613
H: 8.741 -10.011 3.823
H: 8.226 -14.850 1.764
H: 7.592 -19.105 2.085
C: 10.423 -17.300 2.760
H: 18.507 -15.052 2.687
H: 11.169 -15.686 6.807
H: 21.408 -17.353 2.772
H: 14.365 -20.771 0.032
C: 14.987 -21.894 1.729
H: 8.180 -9.594 1.487
H: 22.414 -16.581 -1.340
H: 9.068 -11.268 -0.307
C: 14.485 -21.760 0.453
C: 19.491 -17.862 -0.048
H: 11.771 -19.545 7.138
O: 13.418 -17.032 6.775
C: 11.577 -14.552 4.998
H: 14.193 -17.801 2.430
H: 16.744 -14.702 4.522
C: 16.665 -17.318 1.596
C: 14.240 -22.909 -0.298
C: 19.891 -16.075 6.182
H: 16.161 -19.102 0.496
C: 8.287 -18.274 2.140
H: 6.848 -16.799 1.457
C: 14.395 -24.209 0.243
H: 10.468 -22.756 4.485
H: 15.381 -14.102 -0.855
H: 15.266 -17.754 0.026
C: 9.067 -10.733 3.096
C: 19.244 -14.360 4.593
C: 8.753 -10.482 1.743
Pt: 15.390 -16.930 4.812
C: 10.122 -12.806 2.521
C: 14.606 -13.438 1.058
C: 18.814 -15.356 3.692
C: 18.860 -16.688 4.069
C: 12.549 -14.457 1.814
C: 9.849 -12.579 1.177
H: 10.909 -13.825 5.481
H: 10.814 -16.602 5.348
F: 16.116 -14.594 6.413
C: 14.893 -24.330 1.535
H: 19.115 -13.311 4.296
H: 15.620 -23.269 3.286
C: 9.770 -11.863 3.490
H: 10.037 -13.389 0.459
C: 13.581 -15.130 -0.260
H: 10.194 -21.479 6.659
C: 15.660 -18.235 0.933
C: 22.040 -17.032 0.745
C: 21.101 -17.444 1.713
H: 15.107 -25.324 1.956
H: 16.181 -16.707 2.369
H: 12.447 -22.380 3.108
C: 11.180 -22.028 4.817
C: 19.509 -17.041 5.233

Calculated values
M = 1243.14 u
Spin multiplicity = 3



A gas-phase ion, CH2O3P2 (charge -2). Source: the Open Molecules 2025 dataset; level of theory: wB97M-V/def2-TZVPD.

Element x y z (Å)
O: -0.535 -1.567 -2.132
O: -1.408 0.559 -1.040
C: 0.262 0.319 1.544
P: 0.005 -1.238 1.018
H: 0.797 1.070 0.795
H: -0.009 0.833 2.527
O: 1.116 0.339 -1.408
P: -0.228 -0.315 -1.303

Calculated values
Structure (SMILES) = C=PP(=O)([O-])[O-]
Charge = -2
M = 123.97 u



A molecular structure, C28H49MnN5O8P2. Source: the Open Molecules 2025 dataset; level of theory: wB97M-V/def2-TZVPD.

Element x y z (Å)
C: 1.132 -1.033 -2.107
H: -2.534 -4.880 5.244
C: -5.480 1.312 1.602
H: 3.487 3.465 0.877
H: -2.528 -1.106 5.546
O: 1.183 0.019 1.425
H: -3.130 -4.643 -0.472
H: 0.793 2.949 -0.738
H: 5.399 2.475 -0.260
H: 3.137 1.246 -0.198
P: -2.081 -1.510 2.246
O: -3.440 -2.123 1.829
C: -2.038 3.557 3.220
H: -0.567 3.711 1.650
H: -4.530 -1.146 -0.373
H: 4.369 -4.535 2.923
C: -2.535 0.099 2.925
P: -2.791 1.364 1.687
C: -6.239 0.018 1.477
H: -2.881 -1.607 -0.860
C: -2.188 3.171 4.672
C: 0.173 -0.201 -2.830
C: -0.611 3.493 2.720
O: 1.766 -0.111 3.956
H: 1.365 0.232 3.145
H: -7.179 0.103 2.025
C: 2.495 -1.761 2.318
H: 3.068 4.285 -0.631
H: -1.718 3.931 5.298
O: -1.679 1.329 0.651
C: 0.128 -0.067 -4.198
C: 2.425 -1.249 3.631
H: -0.025 4.240 3.257
H: -5.673 -0.821 1.888
C: -3.768 -2.920 0.600
H: -5.312 1.556 2.654
H: -2.276 1.772 -1.869
C: -2.384 -4.349 4.302
C: -0.818 0.791 -4.755
C: -1.698 1.470 -3.928
N: 1.080 -0.957 -0.827
C: 1.818 -1.104 1.229
C: 3.047 -1.932 4.664
H: 2.763 2.029 -1.736
C: 3.207 -2.963 2.084
O: -4.130 1.103 0.964
Mn: -0.296 0.164 -0.025
H: 2.977 -1.523 5.665
H: -1.789 -3.698 0.196
H: -3.192 -2.576 6.248
C: -1.891 -2.959 4.608
H: -1.653 -4.906 3.714
C: -1.601 1.285 -2.562
C: 2.699 2.140 -0.651
H: -1.726 0.408 3.593
C: -2.802 -4.064 0.392
O: -1.380 -2.312 3.359
N: 1.289 2.200 -0.266
O: -1.100 -1.305 1.132
H: 1.857 -1.683 -2.581
H: -0.991 -3.016 5.212
H: -5.532 3.390 1.024
H: -7.112 2.654 1.329
H: 0.819 -0.628 -4.816
H: 4.214 -3.622 5.224
H: -4.754 -3.303 0.840
C: 3.822 -3.621 3.108
H: -2.428 4.558 3.070
H: -1.706 2.214 4.890
H: -3.340 -4.322 3.776
H: -3.241 3.113 4.951
H: 1.198 2.354 0.735
H: -0.170 2.507 2.912
C: 3.481 3.374 -0.206
N: 4.931 3.298 -0.643
N: -0.676 0.482 -2.032
H: -4.268 -2.543 -1.432
H: -6.239 2.266 -0.162
H: 5.458 4.115 -0.331
H: -2.460 2.124 -4.330
H: -3.833 -2.009 4.709
C: -2.920 -2.098 5.307
C: -3.866 -1.988 -0.584
H: -2.776 -4.730 1.249
H: 3.253 -3.354 1.076
O: -2.951 2.727 2.394
H: -3.455 0.008 3.506
C: -6.123 2.481 0.903
H: 5.021 3.254 -1.659
H: -6.473 -0.191 0.430
H: -0.868 0.921 -5.830
C: 3.736 -3.098 4.405
N: 1.864 -1.651 0.001

Calculated values
Charge = +3
M = 700.61 u
Spin multiplicity = 5



8 unconnected molecules or ions with the total composition C40H56O8S4. Source: the Open Molecules 2025 dataset; level of theory: wB97M-V/def2-TZVPD.

Element x y z (Å)
H: -4.041 6.588 0.674
H: 8.149 -1.816 1.852
C: -1.633 -6.183 1.234
H: -5.704 -0.647 5.092
O: 6.362 2.972 -2.312
H: 1.902 2.558 -5.294
H: -0.978 3.428 -0.472
H: -1.245 0.404 -4.994
C: -0.275 0.895 -4.906
C: -1.770 4.137 -0.709
C: -0.243 -4.512 0.048
S: 6.064 1.906 -1.393
H: -2.478 3.725 -1.428
H: -3.317 6.197 -1.664
H: -5.788 -0.073 -1.320
O: 1.576 -6.413 0.579
C: 1.041 -0.319 1.593
C: -3.993 1.929 3.988
C: 5.738 -4.144 2.139
H: -2.230 7.523 -1.153
H: 2.761 1.979 -1.577
C: -0.648 -1.925 2.285
H: 0.986 4.056 -5.601
C: -0.507 -6.156 2.278
C: -1.262 5.509 -1.245
H: 0.540 0.198 -5.099
H: 0.034 -3.476 -0.146
O: 0.631 0.599 -2.388
H: 4.515 0.801 -3.090
C: -2.794 -1.585 -1.788
O: 1.520 -4.402 2.108
H: 0.519 1.092 0.219
H: -2.570 -6.235 1.789
H: 5.585 -5.165 2.456
C: 7.155 -2.239 1.851
O: -1.592 1.783 -2.746
H: -2.288 6.936 1.026
H: 4.361 0.814 0.705
H: -4.101 2.930 3.597
H: -2.683 -1.374 1.606
C: -3.651 -0.530 -1.481
H: 2.653 0.391 -1.006
C: -3.566 -0.579 4.936
S: 0.847 -5.399 1.291
O: 7.069 1.110 -0.654
C: -5.495 -2.078 -1.872
C: -2.472 6.467 -1.030
C: -1.628 -1.141 1.591
O: -4.065 3.867 0.694
H: -0.896 -2.811 2.851
H: 7.877 -4.135 2.427
H: -3.531 -1.570 5.364
H: -1.887 -3.881 0.970
C: -5.041 -0.812 -1.569
C: -1.589 -4.813 0.489
C: 0.953 3.071 -5.135
H: 1.288 3.415 -2.875
H: -3.340 0.485 -1.282
C: 3.383 1.184 -1.166
H: -0.120 -7.077 2.714
H: 3.694 -3.996 1.573
C: 6.061 -1.484 1.480
H: -1.000 2.723 -5.851
H: -4.959 -4.045 -2.594
H: 4.062 -1.641 0.731
H: 2.019 0.137 1.616
C: -3.271 -2.877 -2.162
H: -1.485 -7.045 0.584
H: 4.908 -0.206 -1.662
C: 0.638 -1.480 2.241
H: 6.034 -0.434 1.227
H: -1.427 -0.254 4.533
C: -2.440 0.119 4.499
C: 0.549 3.185 -3.642
S: -2.778 4.558 0.791
C: -1.206 -0.046 0.833
C: -4.840 -0.029 4.897
H: -0.735 -5.471 3.095
H: -2.259 -4.963 -0.357
C: 4.639 -3.483 1.672
C: -0.080 2.148 -5.739
H: 3.128 2.099 0.769
S: -0.217 1.496 -3.181
H: 1.401 -2.041 2.760
H: -6.563 -2.136 -2.022
H: 0.265 1.880 -6.737
H: -2.542 -3.622 -2.445
C: -3.002 6.365 0.433
C: 4.883 2.659 -0.092
C: -4.629 -3.073 -2.260
O: -1.969 4.443 2.036
H: 5.512 3.045 0.711
H: -6.121 1.491 4.363
C: -2.671 1.378 3.947
C: 4.625 0.789 -2.005
C: 0.118 0.331 0.872
H: -0.454 6.022 -0.722
C: -5.096 1.153 4.319
H: -0.266 3.905 -3.562
H: 4.381 3.554 -0.461
H: -1.949 0.444 0.222
H: -0.180 -5.111 -0.860
H: -1.729 -1.405 -1.772
H: -1.071 5.561 -2.317
H: -1.824 1.951 3.602
C: 4.830 -2.125 1.316
C: 7.003 -3.590 2.102
C: 3.925 1.658 0.170

Calculated values
Structure (SMILES) = O=S1(=O)CCCC1.O=S1(=O)CCCC1.O=S1(=O)CCCC1.O=S1(=O)CCCC1.c1ccccc1.c1ccccc1.c1ccccc1.c1ccccc1
M = 793.15 u



2 unconnected molecules or ions with the total composition C2HBrNO4. Source: the Open Molecules 2025 dataset; level of theory: wB97M-V/def2-TZVPD.

Element x y z (Å)
C: 0.213 -0.551 -0.081
O: 2.396 -1.521 -0.591
N: -1.281 1.203 0.946
O: -2.110 0.594 1.557
O: -1.230 2.429 0.753
C: 1.626 -0.573 -0.738
H: -0.376 0.010 -0.865
Br: -0.779 -1.929 0.628
O: 1.542 0.338 -1.609

Calculated values
Charge = -1
M = 182.94 u



| no. | total energy (eV) |
| --- | --- |
| 1 | -8867.7134 |
| 2 | -136464.2583 |
| 3 | -25789.0910 |
| 4 | -103543.7950 |
| 5 | -102104.7505 |
| 6 | -81809.0503 |